1.
# C17H48O7

A 7-piece molecular cluster, C17H48O7 overall (wB97M-V/def2-TZVPD, OMol25).

Calculated values
SMILES: CC(C)O.CC(C)O.CC(C)O.CC(C)O.CC(C)O.CO.CO
multiplicity: 1
E_tot: -32737.5773 eV
E_LUMO: 0.01377 hartree
E_HOMO: -9.4642 eV
energy above the lowest of the compared OMol25 structures with the same formula, charge and spin: 37.5 kcal/mol

Element x y z (Å)
C  -2.5529  -15.0294  -0.4073
C  -2.4614  -14.4260  -1.8161
C  -1.0519  -14.3423  -2.3306
O  -3.1201  -15.3012  -2.6961
H  -1.9455  -15.9220  -0.2578
H  -3.5567  -15.3009  -0.0806
H  -2.1734  -14.3257  0.3336
H  -2.8614  -13.4121  -1.8016
H  -0.5111  -13.8746  -1.5079
H  -0.9269  -13.8249  -3.2818
H  -0.5944  -15.3066  -2.5518
H  -2.5899  -16.1014  -2.7081
C  -3.1993  -18.4401  -6.7551
C  -4.2898  -18.6856  -7.8507
C  -5.7479  -18.5948  -7.3049
O  -4.0035  -17.7460  -8.8526
H  -2.3232  -18.9811  -7.1126
H  -3.4305  -18.9312  -5.8098
H  -3.0892  -17.3666  -6.6018
H  -4.0903  -19.6891  -8.2266
H  -5.9782  -17.5594  -7.0541
H  -5.9026  -19.2678  -6.4615
H  -6.4663  -18.8838  -8.0720
H  -4.4496  -16.9357  -8.5957
C  1.4645  -16.1432  -0.3138
C  2.3272  -17.1345  0.4995
C  1.8633  -18.5980  0.2357
O  3.7115  -17.0471  0.0183
H  0.4091  -16.1081  -0.0437
H  1.3799  -16.4807  -1.3468
H  1.8529  -15.1261  -0.2609
H  2.2441  -17.0437  1.5825
H  2.3373  -19.3750  0.8355
H  1.9187  -18.8659  -0.8194
H  0.7889  -18.6558  0.4098
H  3.7027  -16.4158  -0.7048
C  -1.7817  -21.6420  -3.6438
C  -1.7612  -21.3879  -2.1555
C  -0.3622  -21.3601  -1.5827
O  -2.4601  -20.1648  -1.9154
H  -1.0337  -21.0454  -4.1660
H  -2.6946  -21.4028  -4.1891
H  -1.5457  -22.6703  -3.9179
H  -2.3290  -22.1604  -1.6368
H  -0.4112  -20.8560  -0.6175
H  0.3379  -20.8757  -2.2634
H  -0.0379  -22.3632  -1.3057
H  -3.3736  -20.4109  -1.7529
C  -0.1219  -16.2018  -7.3472
C  1.1916  -15.4240  -7.0997
C  1.1012  -14.3269  -6.1174
O  2.0252  -16.4156  -6.5645
H  -0.5631  -16.6808  -6.4730
H  -0.1095  -16.9938  -8.0960
H  -0.8621  -15.5361  -7.7911
H  1.6702  -15.1193  -8.0304
H  0.6233  -14.6427  -5.1900
H  0.5205  -13.5002  -6.5269
H  2.0496  -13.8978  -5.7940
H  2.2894  -17.0660  -7.2193
C  2.4411  -19.2837  -5.1227
O  3.0174  -20.5731  -4.9616
H  1.3825  -19.4035  -5.3533
H  2.5785  -18.6836  -4.2232
H  2.9872  -18.7838  -5.9226
H  2.4976  -21.2266  -5.4352
C  -0.5706  -17.9479  -3.7829
O  -1.4974  -17.7616  -2.7577
H  0.4035  -18.1771  -3.3508
H  -0.9231  -18.6856  -4.5038
H  -0.3626  -17.0306  -4.3337
H  -1.7083  -18.6256  -2.3963

For reference, the Mulliken charges in units of e are: C -1.107; C 0.398; C -0.580; O -0.580; H 0.088; H 0.326; H 0.409; H 0.334; H 0.387; H 0.277; H -0.315; H 0.318; C -0.840; C 0.103; C -1.284; O -0.532; H 0.317; H 0.317; H 0.234; H 0.300; H 0.341; H 0.326; H 0.369; H 0.348; C -1.268; C 0.527; C -1.073; O -0.600; H 0.286; H 0.259; H 0.393; H 0.254; H 0.397; H 0.127; H 0.298; H 0.338; C -1.135; C 0.511; C -1.130; O -0.540; H 0.030; H 0.330; H 0.419; H 0.435; H 0.275; H 0.121; H 0.464; H 0.262; C -0.740; C 0.448; C -1.070; O -0.533; H -0.289; H 0.470; H 0.444; H 0.302; H -0.074; H 0.382; H 0.411; H 0.308; C -0.155; O -0.584; H 0.078; H 0.136; H 0.242; H 0.306; C 0.145; O -0.145; H 0.071; H 0.111; H -0.346; H 0.147

2.
# C17H49BN2O14PS4

A 5-piece molecular cluster, C17H49BN2O14PS4 overall (wB97M-V/def2-TZVPD, OMol25).

Calculated values
multiplicity: 1
E_tot: -103373.7663 eV
E_LUMO: 0.06568 hartree
charge: -1
E_HOMO: -3.5183 eV

Element x y z (Å)
C  6.5533  -1.2197  -2.9436
C  6.5871  -0.7012  -4.4037
O  7.8531  -1.0359  -5.0113
C  5.3982  -1.2374  -5.2784
O  4.3312  -1.5251  -4.4162
B  3.2020  -0.5439  -4.5237
C  3.5828  0.9954  -4.0982
C  2.5179  2.0694  -4.4960
N  1.1966  1.9031  -3.8640
P  1.7628  -1.2911  -3.4206
N  0.4496  -1.6627  -4.2943
H  6.6221  -2.3265  -2.9459
H  7.4217  -0.8455  -2.3555
H  5.6493  -0.9232  -2.3881
H  6.5772  0.4104  -4.3403
H  8.5185  -0.4320  -4.6935
H  5.7814  -2.1369  -5.8080
H  5.0786  -0.4992  -6.0392
H  2.8024  -0.5899  -5.6630
H  3.7634  1.0068  -2.9898
H  4.5463  1.3480  -4.5406
H  2.4105  2.1850  -5.5924
H  2.9184  3.0567  -4.1436
H  0.4316  2.0101  -4.5089
H  1.0837  2.4515  -3.0276
H  1.3662  -0.3100  -2.4570
H  2.2695  -2.4100  -2.6656
H  -0.3113  -1.0881  -3.9379
O  0.5934  2.3187  -0.7215
S  0.0218  1.5978  0.3797
O  -1.4035  1.4885  0.5533
O  0.6683  2.1494  1.7505
C  0.5678  3.5509  2.0296
C  -0.8371  3.9533  2.4378
C  0.7173  -0.0196  0.4223
H  0.9125  4.1338  1.1718
H  1.2548  3.7499  2.8523
H  -1.5400  3.8237  1.6144
H  -0.8677  5.0015  2.7401
H  -1.1886  3.3329  3.2634
H  1.7965  0.0607  0.3207
H  0.3016  -0.5755  -0.4162
H  0.4491  -0.5024  1.3595
O  1.3057  -3.4211  0.0514
S  0.8497  -4.7786  -0.0528
O  -0.2661  -5.2532  0.7224
O  2.1036  -5.7637  0.1905
C  2.8474  -5.6198  1.4047
C  2.0954  -6.1607  2.6077
C  0.5654  -5.1697  -1.7498
H  3.1304  -4.5747  1.5519
H  3.7680  -6.1876  1.2693
H  1.1979  -5.5760  2.8090
H  2.7238  -6.1282  3.4997
H  1.7788  -7.1898  2.4311
H  1.4208  -4.8429  -2.3372
H  -0.3302  -4.6350  -2.0615
H  0.4114  -6.2426  -1.8412
O  -1.5461  2.2483  5.8842
S  -2.8923  1.8296  6.1564
O  -3.9862  2.7613  6.1495
O  -2.9120  1.0147  7.5466
C  -2.3994  1.6649  8.7166
C  -3.3439  2.7303  9.2431
C  -3.3034  0.4821  5.0926
H  -1.4088  2.0793  8.5144
H  -2.2766  0.8870  9.4703
H  -3.4425  3.5554  8.5381
H  -2.9753  3.1376  10.1860
H  -4.3410  2.3159  9.3985
H  -2.4969  -0.2467  5.1157
H  -3.4196  0.8856  4.0880
H  -4.2396  0.0423  5.4284
O  -6.4087  1.1314  -3.5278
S  -6.4579  2.1481  -2.5159
O  -5.4991  3.2161  -2.4783
O  -6.5180  1.4439  -1.0710
C  -5.4757  0.5155  -0.7174
C  -4.1635  1.2067  -0.3955
C  -8.0764  2.8551  -2.4829
H  -5.3475  -0.2256  -1.5100
H  -5.8296  -0.0155  0.1669
H  -3.7479  1.6972  -1.2748
H  -3.4288  0.4893  -0.0377
H  -4.3102  1.9755  0.3649
H  -8.8128  2.0552  -2.4777
H  -8.1834  3.4619  -3.3796
H  -8.1691  3.4795  -1.5973

For reference, the Mulliken charges in units of e are: C -1.209; C 0.546; O -0.585; C -0.549; O -0.638; B 0.545; C -0.225; C -0.896; N -0.267; P 0.799; N -0.868; H 0.215; H 0.376; H 0.228; H 0.124; H 0.334; H 0.369; H 0.210; H -0.211; H 0.156; H -0.033; H 0.361; H 0.324; H 0.164; H 0.112; H -0.293; H -0.263; H 0.216; O -0.650; S 1.111; O -0.460; O -0.322; C -0.390; C -0.835; C -1.093; H 0.308; H 0.300; H 0.251; H 0.412; H 0.154; H 0.396; H 0.322; H 0.475; O -0.517; S 1.163; O -0.653; O -0.325; C -0.301; C -0.978; C -0.953; H 0.285; H 0.278; H 0.288; H 0.390; H 0.257; H 0.287; H 0.398; H 0.347; O -0.628; S 1.220; O -0.626; O -0.265; C -0.334; C -0.991; C -0.913; H 0.315; H 0.271; H 0.305; H 0.386; H 0.259; H 0.315; H 0.332; H 0.350; O -0.635; S 1.194; O -0.591; O -0.251; C -0.518; C -0.821; C -0.931; H 0.352; H 0.287; H 0.350; H 0.363; H 0.238; H 0.308; H 0.365; H 0.307

3.
# C17H49Br2O20P5

A 6-piece molecular cluster, C17H49Br2O20P5 overall (wB97M-V/def2-TZVPD, OMol25).

Calculated values
multiplicity: 2
E_tot: -245909.2519 eV
E_LUMO (spin up / spin down): 0.07714 / 0.07384 hartree
expectation value of S²: 0.75
charge: -1
E_HOMO (spin up / spin down): 0.3260 / -6.2172 eV

Element x y z (Å)
Br  -2.0508  1.1144  0.3199
C  -0.5988  -0.3355  0.0925
C  -1.4175  -1.6684  -0.0052
Br  -2.4912  -1.7309  -1.6053
H  0.1298  -0.2705  0.9006
H  -0.0679  -0.2257  -0.8531
H  -2.0627  -1.5764  0.8685
H  -0.8194  -2.5729  0.1056
C  0.2206  -2.4556  -4.2238
O  0.3465  -2.9645  -2.8569
P  1.0607  -4.4075  -2.5847
O  0.5967  -5.5353  -3.3945
O  2.6329  -4.0611  -2.7349
C  3.4456  -5.1798  -2.6684
O  0.7722  -4.5155  -0.9659
C  1.0436  -5.7245  -0.3459
H  0.6775  -1.4721  -4.3332
H  -0.7230  -2.5852  -4.7538
H  0.9751  -3.0624  -4.7245
H  4.1715  -5.1707  -1.8554
H  3.8784  -5.2617  -3.6654
H  3.0234  -6.1717  -2.5075
H  1.4624  -6.5012  -0.9857
H  0.1773  -6.2761  0.0193
H  1.7420  -5.4909  0.4577
C  -4.1615  6.6141  2.7912
O  -3.4789  6.0949  1.6425
P  -4.4367  5.6498  0.3859
O  -5.4850  6.6701  -0.0017
O  -5.0713  4.2256  0.7624
C  -4.3116  3.3289  1.4372
O  -3.2226  5.3566  -0.7507
C  -1.9253  4.7525  -0.6261
H  -5.2013  6.2932  2.8547
H  -4.0810  7.6896  2.9493
H  -3.7620  6.0354  3.6241
H  -3.2288  3.4536  1.4507
H  -4.5875  2.3221  1.1238
H  -4.4742  3.4025  2.5125
H  -1.7272  3.9539  -1.3410
H  -1.5707  4.3850  0.3368
H  -1.3258  5.6144  -0.9190
C  4.1210  4.1239  -3.5399
O  3.3918  2.8598  -3.4821
P  2.6578  2.3208  -2.1474
O  2.1160  0.9287  -2.2224
O  1.4754  3.3179  -1.7817
C  0.7508  3.9339  -2.8086
O  3.7493  2.4958  -0.9140
C  5.0315  1.7467  -0.9010
H  4.4837  4.3861  -4.5338
H  5.0610  3.9348  -3.0214
H  3.6091  4.9467  -3.0409
H  1.0935  3.6558  -3.8052
H  0.8079  5.0203  -2.7411
H  -0.3297  3.7988  -2.7600
H  5.1893  1.1305  -1.7861
H  5.1855  1.3212  0.0906
H  5.8263  2.4264  -1.2083
C  1.5834  2.5162  2.2248
O  2.5639  2.7011  3.3049
P  2.9803  4.1570  3.9462
O  2.0258  4.6482  4.9765
O  4.4744  3.9843  4.4852
C  5.0976  5.0874  5.1041
O  3.0842  5.1461  2.6603
C  2.8673  6.5390  2.8135
H  1.0891  3.4555  1.9772
H  0.7334  1.8758  2.4601
H  2.1175  2.3309  1.2928
H  6.0730  4.7209  5.4242
H  4.4105  5.5810  5.7913
H  5.1925  5.7120  4.2158
H  2.6945  6.8073  3.8558
H  2.0607  6.9411  2.2004
H  3.7850  7.0350  2.4976
C  -5.9642  -8.7212  -0.6227
O  -4.8241  -7.9211  -0.7101
P  -3.6665  -7.7654  0.5643
O  -4.2687  -7.5016  1.8855
O  -2.8486  -9.1718  0.4236
C  -1.8298  -9.4540  1.3935
O  -2.5860  -6.7695  -0.1142
C  -2.8442  -5.3811  -0.1677
H  -5.7159  -9.7643  -0.8188
H  -6.8519  -8.4021  -1.1688
H  -6.2334  -8.8123  0.4296
H  -1.3424  -8.5732  1.8115
H  -1.0711  -10.0531  0.8901
H  -2.2325  -10.0340  2.2238
H  -1.9940  -4.7611  0.1165
H  -3.7352  -5.2595  0.4483
H  -3.1182  -4.9821  -1.1443

For reference, the Mulliken charges in units of e are: Br -0.652; C -0.507; C -0.563; Br -0.260; H 0.564; H 0.002; H 0.386; H 0.304; C -0.718; O 0.062; P 0.584; O -0.665; O -0.092; C -0.945; O 0.068; C -0.683; H 0.235; H 0.272; H 0.317; H 0.301; H 0.323; H 0.333; H 0.262; H 0.012; H 0.359; C -0.806; O -0.210; P 0.824; O -0.711; O -0.303; C -0.415; O -0.412; C -0.199; H 0.330; H 0.263; H 0.321; H 0.051; H 0.353; H 0.270; H 0.063; H 0.193; H 0.315; C -0.801; O -0.211; P 1.087; O -0.680; O -0.012; C -0.950; O -0.092; C -1.175; H 0.297; H 0.194; H 0.268; H 0.426; H 0.332; H 0.325; H 0.381; H 0.269; H 0.335; C -0.220; O -0.236; P 0.662; O -0.690; O -0.268; C -0.665; O -0.100; C -0.864; H 0.053; H 0.203; H 0.217; H 0.261; H 0.294; H 0.255; H 0.337; H 0.286; H 0.306; C -0.746; O -0.334; P 0.764; O -0.658; O -0.321; C -0.666; O -0.003; C -0.546; H 0.290; H 0.263; H 0.328; H 0.292; H 0.270; H 0.255; H 0.047; H 0.404; H 0.308